Record 1
ORCA calculation (ωB97M-V/def2-TZVPD) on one molecule with the formula C17H23N3O2S.

```
46
Properties=species:S:1:pos:R:3:nbo_charge:R:1
C 5.230 2.101 1.956 -0.621
C 4.637 1.418 0.691 -0.385
C 5.653 0.893 -0.291 -0.423
C 4.911 0.064 -1.491 0.017
O 4.227 -1.279 -1.255 -0.553
C 2.822 -1.216 -0.727 0.366
C 2.331 -2.471 -0.096 -0.292
C 1.078 -2.507 -0.044 -0.201
C 0.131 -1.465 -0.186 0.112
N -1.151 -1.512 0.264 -0.595
C -1.858 -2.699 0.548 0.660
O -1.450 -3.803 1.056 -0.603
C -3.305 -2.540 0.880 -0.464
C -4.010 -2.209 -0.462 -0.453
S -5.366 -0.932 -0.600 0.197
C -4.482 0.604 -0.108 0.257
N -3.062 0.685 -0.093 -0.551
C -2.833 1.941 0.205 -0.019
C -3.920 2.793 -0.219 -0.198
N -4.857 1.753 -0.173 -0.340
C -6.332 1.832 -0.266 -0.467
C 0.674 -0.327 -0.617 -0.220
C 1.903 0.104 -0.930 -0.266
H 4.398 2.400 2.571 0.216
H 5.739 2.949 1.451 0.196
H 5.924 1.313 2.418 0.202
H 3.744 2.240 0.398 0.188
H 3.711 0.612 1.098 0.205
H 6.047 1.706 -0.550 0.193
H 6.178 -0.006 0.437 0.208
H 5.646 -0.199 -1.887 0.137
H 4.171 0.820 -1.988 0.165
H 3.162 -3.135 -0.310 0.248
H 0.808 -3.269 0.513 0.230
H -1.760 -0.817 0.075 0.436
H -3.790 -3.169 1.364 0.215
H -3.464 -1.607 1.417 0.228
H -4.322 -2.960 -0.993 0.209
H -3.279 -1.733 -1.149 0.222
H -1.789 2.191 0.036 0.201
H -4.082 3.783 0.083 0.222
H -6.635 2.124 -1.336 0.243
H -6.988 1.250 0.427 0.263
H -6.500 2.977 0.193 0.208
H -0.046 0.345 -0.865 0.189
H 2.157 0.959 -1.446 0.220
```

HOMO level, eV: -7.31
Kohn-Sham gap, eV: 7.758
Total charge: 0

---

Record 2
ORCA calculation (ωB97M-V/def2-TZVPD) on a 4-piece molecular cluster, C9H24N3O10P overall.

```
47
Properties=species:S:1:pos:R:3:mulliken_spin:R:1
C -1.664 -0.283 -3.013 0.000
C -0.492 -1.296 -2.871 0.000
O -0.253 -1.644 -1.544 -0.001
P -1.286 -2.595 -0.755 0.000
O -1.761 -3.728 -1.535 0.000
O -2.377 -1.685 -0.101 0.000
C -3.241 -2.131 0.838 0.000
C -3.713 -0.756 1.564 0.000
O -0.397 -2.915 0.506 0.000
C 0.293 -4.047 0.625 0.000
C 1.603 -3.787 -0.044 0.000
H -2.541 -0.881 -2.766 0.000
H -1.809 0.602 -2.394 0.000
H -1.720 0.078 -4.040 0.000
H -0.757 -2.100 -3.558 0.000
H 0.440 -0.892 -3.266 0.000
H -4.036 -2.675 0.328 0.000
H -2.734 -2.749 1.579 0.000
H -2.868 -0.189 1.954 0.000
H -4.087 -0.088 0.788 0.000
H -4.315 -0.793 2.473 0.000
H 0.302 -4.362 1.669 0.000
H -0.253 -4.904 0.231 0.000
H 1.963 -2.931 0.527 0.000
H 2.046 -4.783 -0.006 0.000
H 1.415 -3.544 -1.090 0.000
C -2.899 3.918 1.444 0.006
N -2.562 2.724 0.567 -0.003
O -3.506 2.421 -0.180 0.000
O -1.462 2.287 0.543 0.002
H -3.924 3.776 1.788 0.000
H -2.713 4.855 0.918 -0.002
H -2.231 3.834 2.301 -0.001
C 5.618 3.950 2.581 0.026
N 4.867 3.896 1.285 0.478
O 4.610 5.004 0.814 0.284
O 4.669 2.836 0.681 0.194
H 5.680 4.994 2.887 -0.002
H 6.598 3.486 2.467 -0.010
H 5.093 3.393 3.357 0.015
C 1.876 0.570 -0.440 0.006
N 2.299 0.548 -1.873 0.001
O 3.020 -0.303 -2.310 0.001
O 1.747 1.431 -2.529 0.001
H 2.641 1.154 0.072 -0.008
H 2.004 -0.484 -0.194 0.015
H 0.820 0.788 -0.280 -0.004
```

Multiplicity: 2
HOMO level (alpha / beta), eV: -0.24 / -3.90
Kohn-Sham gap (alpha / beta), eV: 2.191 / 5.843
Total charge: -1